Record 1
Entry from the Open Molecules 2025 dataset: a 6-piece molecular cluster, C33H71BBrN4O21SSi overall in a non-equilibrium geometry (ωB97M-V/def2-TZVPD).

Values from the calculation:
Largest force on an atom: 0.0249 hartree/bohr
Molecular weight: 1010.81 Da
E_tot: -6385.4783 Eh
Net charge: +1
HOMO level: -0.437 hartree
Kohn-Sham gap: 8.8994 eV
LUMO energy: -0.11040 Ha

Each line ends with the Mulliken charge.
Positions of all 133 atoms, in Å:
C  3.183  1.577  3.783  -1.03
C  4.125  2.658  3.277  0.18
O  5.468  2.211  3.166  -0.59
C  3.722  3.231  1.910  -0.52
O  2.345  3.594  1.870  -0.28
C  1.500  2.773  1.166  -0.80
N  1.519  3.189  -0.271  -0.16
C  0.488  2.898  -1.099  -0.90
N  0.557  3.173  -2.386  0.30
B  -0.563  2.977  -3.409  0.28
O  -0.589  1.826  -4.115  -0.33
N  -1.481  4.040  -3.680  0.23
C  -0.739  4.998  -4.534  -1.45
C  -2.683  3.565  -4.374  -0.90
N  -0.692  2.348  -0.577  1.27
C  -0.513  0.882  -0.314  0.16
C  -0.781  -0.085  -1.461  -1.64
O  0.445  -0.445  -2.082  -0.17
Si  0.556  -1.888  -2.948  0.31
C  2.387  -2.175  -3.151  -1.09
C  -0.202  -1.753  -4.648  -1.15
C  -0.196  -3.314  -2.016  -1.12
C  -1.034  3.071  0.698  1.81
C  -2.430  2.575  1.188  -1.83
O  -2.230  1.533  2.145  0.00
O  -3.417  1.451  2.938  -0.41
C  -1.108  4.591  0.459  -2.72
C  -1.941  5.039  -0.758  0.27
C  -1.260  6.128  -1.579  -1.65
Br  -3.667  5.765  -0.135  -0.08
C  0.063  2.754  1.767  -0.41
S  -0.128  3.733  3.283  -0.10
H  2.228  1.995  4.117  0.17
H  3.643  1.086  4.646  0.50
H  3.008  0.808  3.018  0.26
H  4.135  3.493  3.988  0.31
H  5.473  1.339  2.770  0.36
H  4.315  4.130  1.717  0.33
H  3.987  2.506  1.125  0.28
H  1.893  1.745  1.191  0.76
H  2.421  3.008  -0.698  0.47
H  1.421  3.595  -2.700  0.33
H  0.206  1.295  -4.010  0.27
H  0.257  5.164  -4.103  0.48
H  -1.234  5.967  -4.606  0.38
H  -0.583  4.582  -5.539  0.24
H  -3.219  2.812  -3.793  0.35
H  -3.380  4.400  -4.512  0.36
H  -2.456  3.161  -5.368  0.14
H  0.525  0.683  -0.009  -0.11
H  -1.136  0.624  0.540  0.69
H  -1.480  0.344  -2.183  0.20
H  -1.273  -0.966  -1.029  0.70
H  2.759  -2.803  -2.337  0.29
H  2.920  -1.218  -3.091  0.31
H  2.610  -2.633  -4.116  0.38
H  -0.397  -2.752  -5.045  0.42
H  0.505  -1.250  -5.319  0.34
H  -1.134  -1.183  -4.682  0.32
H  0.225  -4.260  -2.372  0.35
H  -0.010  -3.213  -0.939  0.35
H  -1.287  -3.333  -2.130  0.34
H  -3.011  3.383  1.630  0.64
H  -2.996  2.175  0.336  0.37
H  -4.030  0.882  2.448  0.31
H  -0.114  5.048  0.425  0.52
H  -1.591  4.988  1.356  1.23
H  -2.245  4.199  -1.380  0.14
H  -0.219  5.860  -1.793  0.29
H  -1.318  7.095  -1.077  0.51
H  -1.767  6.234  -2.545  0.43
H  -0.071  1.751  2.173  0.21
H  0.231  4.918  2.788  0.21
C  1.895  -7.376  -6.805  -0.65
O  1.910  -6.647  -5.570  -0.28
C  2.518  -7.286  -4.573  0.71
O  3.028  -8.369  -4.635  -0.54
O  2.463  -6.511  -3.489  -0.20
C  3.085  -7.084  -2.332  -0.69
H  1.374  -6.740  -7.514  0.21
H  2.909  -7.567  -7.147  0.30
H  1.365  -8.318  -6.686  0.30
H  4.142  -7.263  -2.515  0.32
H  2.596  -8.015  -2.055  0.33
H  2.962  -6.350  -1.541  0.19
C  -1.374  0.394  4.751  -0.31
O  -0.538  -0.627  5.314  -0.26
C  -1.198  -1.548  6.020  0.71
O  -2.386  -1.578  6.189  -0.56
O  -0.314  -2.419  6.491  -0.30
C  -0.879  -3.468  7.289  -0.56
H  -0.706  1.057  4.213  -0.11
H  -2.097  -0.047  4.079  0.35
H  -1.878  0.947  5.540  0.38
H  -1.586  -4.055  6.708  0.20
H  -1.370  -3.061  8.171  0.32
H  -0.047  -4.095  7.592  0.23
C  -4.210  -5.441  3.734  -0.49
O  -3.378  -6.599  3.607  -0.31
C  -3.277  -7.315  4.727  0.83
O  -3.808  -7.053  5.773  -0.54
O  -2.491  -8.358  4.488  -0.33
C  -2.298  -9.220  5.616  -0.62
H  -4.199  -4.968  2.757  0.20
H  -5.226  -5.726  4.000  0.29
H  -3.814  -4.761  4.486  0.17
H  -3.247  -9.635  5.947  0.30
H  -1.830  -8.678  6.436  0.29
H  -1.643  -10.012  5.269  0.22
C  1.903  0.131  7.361  -0.59
O  3.327  0.212  7.217  -0.21
C  3.988  0.365  8.364  0.68
O  3.492  0.435  9.454  -0.54
O  5.287  0.429  8.089  -0.32
C  6.123  0.593  9.241  -0.65
H  1.511  0.005  6.359  0.10
H  1.625  -0.724  7.973  0.34
H  1.513  1.046  7.805  0.37
H  6.004  -0.247  9.922  0.30
H  5.883  1.519  9.758  0.30
H  7.139  0.627  8.862  0.22
C  -1.129  2.370  -8.503  -0.55
O  -1.521  3.521  -9.246  -0.33
C  -2.729  3.412  -9.809  0.79
O  -3.455  2.461  -9.712  -0.54
O  -2.978  4.529  -10.477  -0.32
C  -4.248  4.550  -11.142  -0.63
H  -0.143  2.586  -8.099  0.19
H  -1.824  2.185  -7.684  0.17
H  -1.064  1.492  -9.143  0.40
H  -5.057  4.451  -10.422  0.30
H  -4.307  3.748  -11.875  0.30
H  -4.301  5.514  -11.636  0.22



Record 2
Entry from the Open Molecules 2025 dataset: a 3-piece molecular cluster, C33H71BN13O5P2 overall in a non-equilibrium geometry (ωB97M-V/def2-TZVPD).

Values from the calculation:
Largest force on an atom: 0.1278 hartree/bohr
Molecular weight: 802.78 Da
E_tot: -3095.1395 Eh
Net charge: +1
HOMO level: -0.336 hartree
Kohn-Sham gap: 5.4366 eV
LUMO energy: -0.13601 Ha

Each line ends with the Mulliken charge.
Positions of all 125 atoms, in Å:
C  -0.140  4.271  -1.858  -1.15
B  0.108  3.395  -0.547  0.87
O  -0.364  3.926  0.640  -0.75
C  0.850  1.967  -0.667  -1.68
N  0.051  0.782  -0.265  1.44
C  -0.694  0.898  1.016  -0.07
C  -2.200  1.173  0.826  -1.42
O  -2.926  0.746  1.956  -0.54
C  0.759  -0.406  -0.322  -0.78
N  0.111  -1.501  -0.621  0.56
C  0.822  -2.817  -0.698  -0.60
N  1.579  -2.938  -1.930  -0.53
C  -1.294  -1.519  -0.893  0.12
C  -2.197  -1.965  0.067  -0.21
C  -3.544  -1.985  -0.235  -0.58
N  -4.150  -1.587  -1.358  -0.15
C  -3.232  -1.174  -2.241  -0.95
C  -1.860  -1.131  -2.100  -0.24
N  2.145  -0.545  -0.115  0.36
C  2.901  0.609  -0.595  -2.47
O  2.967  0.510  -2.037  -0.34
C  3.807  -0.442  -2.331  0.60
N  4.447  -1.386  -2.549  -0.59
C  2.312  1.946  -0.103  3.84
C  3.158  3.150  -0.540  -0.89
C  3.223  3.402  -2.036  -0.59
N  4.356  3.540  -2.588  -0.67
C  2.394  1.820  1.451  -2.43
C  2.040  3.043  2.307  -0.76
C  2.725  2.866  3.707  1.41
C  2.779  4.176  4.497  -1.66
C  1.829  1.876  4.505  -1.42
H  -1.161  4.666  -1.782  0.28
H  -0.152  3.629  -2.749  0.37
H  0.599  5.069  -1.986  0.39
H  0.052  4.791  0.758  0.37
H  1.002  1.845  -1.750  0.38
H  -0.662  -0.089  1.503  0.83
H  -0.272  1.592  1.744  -0.18
H  -2.574  0.776  -0.124  0.12
H  -2.309  2.267  0.757  0.73
H  -3.391  1.493  2.339  0.40
H  1.423  -2.995  0.198  0.34
H  0.030  -3.573  -0.695  0.43
H  1.534  -2.079  -2.458  0.27
H  2.538  -3.211  -1.770  0.33
H  -1.851  -2.295  1.042  0.48
H  -4.211  -2.374  0.537  0.36
H  -3.634  -0.827  -3.194  0.38
H  -1.235  -0.795  -2.922  0.51
H  2.370  -0.759  0.851  0.38
H  3.913  0.570  -0.173  1.06
H  2.849  4.092  -0.074  0.67
H  4.193  2.959  -0.225  0.44
H  2.331  3.439  -2.675  0.30
H  4.225  3.679  -3.591  0.31
H  1.823  0.974  1.842  0.19
H  3.445  1.569  1.676  0.95
H  2.397  4.008  1.936  0.37
H  0.977  3.118  2.547  0.18
H  3.724  2.427  3.613  -0.74
H  1.782  4.592  4.671  0.36
H  3.463  4.915  4.064  0.40
H  3.206  3.940  5.481  0.46
H  0.818  2.299  4.506  0.35
H  2.204  1.702  5.516  0.50
H  1.791  0.890  4.021  0.22
O  -8.722  -2.124  -4.911  -0.85
P  -9.439  -2.629  -3.673  0.66
N  -10.537  -1.316  -3.449  0.23
C  -10.159  0.003  -2.974  -1.14
C  -11.580  -1.250  -4.475  -1.16
N  -8.048  -2.695  -2.638  0.18
C  -7.689  -1.681  -1.672  -0.79
C  -6.839  -3.172  -3.303  -0.89
N  -10.339  -3.601  -2.459  0.06
C  -11.023  -4.761  -3.047  -0.99
C  -11.153  -3.034  -1.407  -0.84
H  -11.057  0.574  -2.729  0.44
H  -9.572  0.571  -3.708  0.31
H  -9.600  -0.047  -2.042  0.35
H  -12.447  -1.853  -4.176  0.26
H  -11.229  -1.630  -5.440  0.34
H  -11.929  -0.233  -4.642  0.42
H  -7.483  -0.709  -2.144  0.34
H  -6.793  -1.975  -1.124  0.14
H  -8.456  -1.558  -0.904  0.22
H  -6.328  -2.372  -3.856  0.21
H  -7.071  -3.969  -4.009  0.34
H  -6.144  -3.587  -2.569  0.32
H  -11.928  -4.469  -3.596  0.32
H  -11.303  -5.484  -2.278  0.34
H  -10.358  -5.276  -3.749  0.33
H  -12.129  -2.680  -1.760  0.27
H  -10.658  -2.211  -0.896  0.20
H  -11.328  -3.806  -0.652  0.37
O  7.522  -0.970  4.423  -0.86
P  7.364  -0.683  2.943  0.64
N  8.876  -1.292  2.389  0.25
C  10.158  -0.641  2.610  -1.18
C  8.981  -2.752  2.469  -1.13
N  7.192  1.037  3.078  0.43
C  8.258  1.995  2.858  -1.18
C  6.395  1.463  4.229  -1.29
N  6.781  -0.565  1.242  0.41
C  5.699  -1.506  0.943  -0.69
C  7.643  -0.430  0.086  -0.86
H  10.920  -1.117  1.989  0.43
H  10.484  -0.682  3.657  0.31
H  10.147  0.397  2.287  0.37
H  8.607  -3.211  1.545  0.26
H  8.398  -3.158  3.301  0.35
H  10.008  -3.082  2.609  0.44
H  9.087  1.869  3.565  0.41
H  7.879  3.014  2.971  0.37
H  8.641  1.950  1.837  0.24
H  6.986  1.498  5.152  0.36
H  5.558  0.783  4.396  0.35
H  5.973  2.455  4.049  0.37
H  6.068  -2.532  0.822  0.34
H  5.170  -1.220  0.029  -0.19
H  4.963  -1.508  1.759  0.39
H  8.118  -1.373  -0.209  0.30
H  8.425  0.311  0.236  0.23
H  7.042  -0.079  -0.759  0.22